{"formula": "C45H40IN11PSY", "method": "the ωB97M-V functional and the def2-TZVPD basis", "max_force_ev_per_a": 0.53, "de_lowest_ev": 0.031, "gap_ev": 7.37, "total_charge": 2, "lumo_energy_ev": -5.363, "elements": ["Y", "C", "C", "N", "C", "S", "N", "N", "C", "C", "C", "C", "C", "C", "C", "N", "H", "H", "H", "H", "H", "H", "H", "H", "H", "H", "H", "H", "H", "I", "C", "C", "C", "C", "C", "C", "C", "C", "C", "P", "C", "C", "C", "C", "C", "C", "C", "C", "C", "C", "C", "C", "C", "H", "H", "H", "H", "H", "H", "H", "H", "H", "H", "H", "H", "H", "H", "H", "H", "N", "C", "N", "C", "N", "C", "C", "N", "C", "C", "N", "H", "H", "H", "H", "H", "N", "C", "N", "C", "C", "C", "C", "C", "C", "H", "H", "H", "H", "H", "H"], "positions_angstrom": [[0.095, 0.435, 0.795], [3.807, 3.637, 5.165], [4.095, 2.428, 4.289], [2.949, 1.520, 4.203], [1.990, 1.588, 3.265], [0.597, 0.559, 3.495], [2.183, 2.444, 2.280], [1.214, 2.426, 1.304], [1.046, 3.520, 0.637], [1.813, 4.774, 0.906], [-0.052, 3.532, -0.371], [-0.354, 4.671, -1.095], [-1.418, 4.646, -1.990], [-2.157, 3.486, -2.128], [-1.794, 2.390, -1.366], [-0.769, 2.405, -0.520], [4.663, 4.313, 5.171], [3.609, 3.337, 6.195], [2.939, 4.182, 4.791], [4.937, 1.857, 4.679], [4.342, 2.742, 3.279], [2.710, 0.983, 5.021], [2.591, 4.587, 1.634], [1.144, 5.548, 1.296], [2.259, 5.159, -0.015], [0.228, 5.571, -0.962], [-1.668, 5.530, -2.561], [-3.000, 3.425, -2.802], [-2.351, 1.461, -1.430], [1.788, 1.077, -2.217], [0.969, 0.537, -4.069], [1.319, 1.439, -5.032], [0.978, 1.217, -6.379], [0.332, 0.069, -6.706], [-0.029, -0.883, -5.719], [-0.639, -2.080, -6.158], [-0.979, -3.053, -5.273], [-0.779, -2.820, -3.905], [-0.225, -1.666, -3.403], [-0.302, -1.649, -1.530], [0.832, -3.072, -1.236], [2.184, -2.730, -1.331], [3.177, -3.687, -1.192], [2.836, -5.011, -0.949], [1.497, -5.368, -0.880], [0.500, -4.410, -1.036], [-2.050, -2.169, -1.288], [-2.476, -3.153, -0.397], [-3.832, -3.438, -0.242], [-4.782, -2.718, -0.949], [-4.372, -1.709, -1.816], [-3.022, -1.447, -1.991], [0.234, -0.662, -4.326], [1.883, 2.323, -4.768], [1.258, 1.941, -7.133], [0.087, -0.151, -7.738], [-0.813, -2.209, -7.220], [-1.420, -3.985, -5.604], [-1.111, -3.592, -3.220], [2.466, -1.700, -1.528], [4.218, -3.400, -1.272], [3.608, -5.762, -0.837], [1.220, -6.403, -0.722], [-0.526, -4.742, -1.027], [-1.764, -3.708, 0.190], [-4.139, -4.231, 0.430], [-5.835, -2.946, -0.837], [-5.106, -1.148, -2.381], [-2.719, -0.690, -2.707], [4.632, -0.677, 1.048], [3.720, 0.204, 0.649], [2.518, -0.297, 0.865], [2.779, -1.515, 1.427], [4.052, -1.786, 1.556], [1.713, -2.407, 1.896], [2.005, -3.615, 2.518], [1.053, -4.384, 3.033], [-0.193, -3.929, 2.940], [-0.489, -2.737, 2.302], [0.460, -1.983, 1.752], [5.636, -0.592, 1.037], [3.953, 1.173, 0.238], [3.032, -3.948, 2.603], [-0.979, -4.528, 3.385], [-1.508, -2.381, 2.240], [-4.309, 0.135, 2.200], [-3.238, -0.284, 1.506], [-2.242, 0.578, 1.553], [-2.711, 1.649, 2.334], [-2.082, 2.837, 2.707], [-2.802, 3.718, 3.484], [-4.119, 3.435, 3.890], [-4.748, 2.262, 3.530], [-4.010, 1.383, 2.742], [-5.186, -0.355, 2.267], [-3.239, -1.210, 0.953], [-1.060, 3.048, 2.426], [-2.345, 4.647, 3.800], [-4.647, 4.151, 4.505], [-5.758, 2.038, 3.846]], "forces_ev_per_angstrom": [[0.01, -0.46, 0.26], [-0.02, 0.05, 0.02], [-0.14, -0.06, 0.03], [0.03, -0.02, 0.00], [-0.05, 0.17, -0.06], [0.04, 0.17, -0.36], [0.06, 0.04, -0.13], [0.19, 0.42, 0.20], [-0.17, 0.05, -0.06], [-0.03, 0.04, -0.13], [0.14, 0.00, 0.12], [-0.04, 0.14, -0.10], [0.06, 0.06, 0.04], [-0.03, 0.04, -0.06], [-0.01, -0.12, 0.04], [0.06, -0.30, 0.40], [-0.02, -0.02, 0.01], [-0.01, 0.01, -0.03], [0.03, -0.01, 0.00], [0.02, -0.01, 0.03], [0.01, -0.03, -0.05], [0.05, -0.04, 0.00], [0.03, 0.00, 0.02], [0.02, -0.04, -0.03], [-0.03, -0.01, 0.04], [-0.03, -0.01, -0.02], [0.01, -0.01, 0.01], [0.02, 0.01, 0.01], [0.01, 0.00, 0.01], [0.25, -0.03, 0.21], [-0.20, -0.07, 0.20], [-0.09, 0.00, -0.27], [0.05, 0.08, 0.07], [-0.04, -0.08, -0.01], [0.00, 0.00, 0.01], [-0.01, 0.02, -0.04], [-0.01, -0.06, 0.03], [-0.07, -0.10, -0.01], [-0.11, 0.27, 0.10], [0.17, -0.27, -0.33], [0.01, 0.09, -0.02], [0.04, 0.01, 0.00], [-0.02, -0.01, 0.00], [-0.04, -0.01, 0.00], [0.00, 0.06, -0.01], [0.03, 0.00, 0.03], [0.03, -0.04, -0.01], [-0.03, 0.03, 0.02], [0.02, 0.05, 0.03], [0.00, 0.03, -0.01], [0.02, -0.04, -0.01], [-0.01, 0.02, 0.02], [0.08, 0.06, -0.06], [-0.01, -0.01, -0.02], [-0.01, -0.01, 0.02], [0.01, 0.00, 0.04], [0.01, 0.01, 0.04], [0.02, 0.04, 0.02], [0.02, 0.03, 0.00], [-0.01, -0.08, 0.00], [-0.03, -0.01, -0.01], [-0.03, 0.03, 0.00], [0.00, 0.02, 0.00], [-0.09, 0.02, 0.01], [0.08, -0.08, -0.01], [0.02, 0.03, -0.03], [0.04, 0.01, -0.01], [0.03, -0.01, 0.03], [0.00, -0.02, 0.00], [0.10, -0.16, 0.09], [0.00, 0.03, 0.02], [-0.38, -0.12, 0.02], [-0.13, -0.13, 0.08], [0.08, 0.31, -0.10], [0.22, 0.07, -0.09], [-0.06, -0.18, 0.09], [0.01, 0.13, -0.08], [0.12, -0.12, 0.06], [-0.11, 0.04, -0.08], [-0.27, 0.26, -0.06], [0.01, 0.00, -0.01], [0.00, -0.02, 0.03], [-0.03, -0.01, 0.01], [0.02, 0.00, 0.00], [-0.02, 0.01, 0.00], [-0.05, 0.13, 0.01], [-0.14, 0.24, 0.03], [0.23, -0.15, -0.08], [0.28, 0.01, -0.15], [0.01, 0.00, 0.02], [-0.05, -0.01, 0.00], [0.01, 0.00, 0.00], [-0.02, 0.00, 0.02], [-0.17, -0.24, -0.05], [0.00, -0.01, 0.01], [0.03, -0.05, 0.00], [-0.03, 0.00, 0.02], [-0.02, -0.03, 0.00], [0.01, -0.02, -0.02], [0.03, 0.01, -0.01]], "mulliken_charge": [0.0049, -1.1356, -0.3952, -0.1726, 0.4167, -0.5322, -1.6208, 2.9032, 0.4636, -2.1239, 0.4200, -0.9565, -0.7792, -1.0709, -0.5328, 0.9264, 0.3580, 0.3516, 0.2816, 0.4535, 0.1958, 0.2500, 0.3724, 0.3836, 0.4341, 0.5491, 0.4751, 0.5342, 0.3626, 0.2008, 0.4928, -0.8621, -0.9215, -0.8887, 0.8677, -0.8903, -1.2997, -0.2483, 1.0073, 0.8163, 1.6608, -0.6222, -0.5768, -0.8233, -0.8387, -0.4385, 1.3413, -0.8529, -0.9115, -0.8395, -0.8319, -1.2119, 0.4277, 0.4464, 0.4283, 0.4036, 0.4211, 0.4666, 0.2973, 0.0471, 0.4582, 0.4307, 0.4728, 0.4884, 0.4153, 0.4838, 0.4500, 0.4979, 0.5480, 0.0802, -0.8623, 1.5576, -0.1578, -0.8027, -0.0872, -0.4232, -0.5757, -0.5878, -0.9074, 1.1203, 0.2240, 0.5054, 0.5886, 0.4455, 0.3675, 0.0507, -0.3856, 0.4020, 0.2536, 0.0917, -1.1283, -0.5574, -1.2032, 0.4442, 0.2789, 0.2090, 0.3694, 0.4793, 0.4245, 0.4573]}